The following is a DFT calculation (ωB97M-V/def2-TZVPD) of C28H37BN9Pt as an isolated structure at a distorted geometry.

## Properties
Charge: +1
Lowest unoccupied orbital energy (spin up / spin down), eV: -2.978 / -2.940
Energy, eV: -46968.2141
Highest occupied orbital energy (spin up / spin down), hartree: -0.382 / -0.381
Frontier orbital gap (spin up / spin down), eV: 7.41 / 7.44

Last column: Mulliken charge in e.
CARTESIAN COORDINATES (ANGSTROEM)
Pt -0.14 -0.09 -0.03  3.768
C 1.41 -1.50 -2.51  -0.944
C 2.86 -1.43 -2.04  1.155
C 3.77 -0.94 -3.17  -1.565
C 3.04 -0.55 -0.84  -0.354
C 4.26 -0.17 -0.26  -1.452
C 3.92 0.69 0.76  -0.384
N 2.58 0.81 0.79  0.446
N 2.05 0.05 -0.18  -0.286
B 1.76 1.75 1.69  -0.440
N 0.88 2.62 0.79  0.503
C 0.87 3.96 0.76  -0.567
C 0.00 4.38 -0.22  -0.906
C -0.50 3.20 -0.78  -0.585
N 0.04 2.15 -0.15  -0.966
C -1.48 3.08 -1.90  1.506
C -0.84 3.55 -3.21  -1.623
C -2.72 3.92 -1.60  -1.651
N 0.88 0.91 2.63  0.329
C 0.95 0.92 3.97  -0.616
C 0.02 0.03 4.46  -1.185
C -0.60 -0.51 3.33  -0.360
N -0.06 0.05 2.24  -0.419
C -1.68 -1.55 3.32  2.395
C -3.06 -0.91 3.06  -1.244
C -1.70 -2.31 4.65  -2.005
H 1.37 -1.87 -3.54  0.582
H 0.84 -2.19 -1.90  -0.144
H 0.94 -0.51 -2.49  0.077
H 3.19 -2.45 -1.77  0.292
H 3.43 0.02 -3.54  0.341
H 4.79 -0.82 -2.83  0.391
H 3.77 -1.66 -3.98  0.441
H 5.24 -0.49 -0.54  0.546
H 4.54 1.23 1.44  0.493
H 2.48 2.43 2.33  -0.145
H 1.47 4.54 1.44  0.500
H -0.23 5.38 -0.50  0.566
H -1.76 2.02 -2.01  0.000
H -0.54 4.59 -3.14  0.334
H 0.05 2.96 -3.45  0.374
H -1.55 3.45 -4.03  0.468
H -2.54 4.96 -1.86  0.441
H -3.57 3.57 -2.18  0.386
H -2.98 3.88 -0.54  0.357
H 1.66 1.54 4.49  0.507
H -0.18 -0.20 5.48  0.514
H -1.47 -2.25 2.50  -0.738
H -3.47 -0.50 3.98  0.473
H -2.97 -0.11 2.33  0.151
H -3.75 -1.66 2.68  0.328
H -1.98 -1.63 5.46  0.384
H -2.42 -3.12 4.61  0.460
H -0.72 -2.73 4.88  0.431
N -2.45 -2.62 -0.74  0.115
C -3.08 -1.43 -0.47  0.376
C -4.48 -1.40 -0.53  -0.868
C -5.14 -0.23 -0.26  -0.742
C -4.41 0.90 0.08  -1.154
C -3.04 0.80 0.11  -0.845
N -2.38 -0.33 -0.18  0.465
C -1.24 -3.12 -0.31  0.036
C -1.02 -4.50 -0.46  -0.920
C 0.10 -5.07 0.09  -0.659
C 1.01 -4.25 0.75  -1.175
C 0.76 -2.89 0.79  -0.441
N -0.34 -2.34 0.28  0.996
H -3.07 -3.35 -1.07  0.279
H -5.02 -2.31 -0.77  0.424
H -6.22 -0.18 -0.31  0.453
H -4.89 1.83 0.31  0.560
H -2.42 1.64 0.39  0.844
H -1.75 -5.10 -0.99  0.499
H 0.25 -6.14 0.04  0.447
H 1.90 -4.65 1.22  0.522
H 1.45 -2.22 1.27  0.433